Entry 1:
This record from the OMol25 dataset describes 14 unconnected molecules or ions with the total composition C53H136N20O14. The level of theory is the ωB97M-V functional and the def2-TZVPD basis.

Structure (XYZ):
```
223
Properties=species:S:1:pos:R:3:lowdin_charge:R:1
C 10.04858 -23.42673 -13.97083 -0.05
C 11.01555 -24.62630 -14.17890 -0.39
C 11.01378 -25.23887 -15.61096 -0.17
O 11.16386 -24.17232 -16.57232 -0.23
C 10.63476 -24.41471 -17.85074 -0.12
N 12.38054 -24.21383 -13.79661 0.05
H 10.51210 -22.44851 -14.16596 0.07
H 9.84012 -23.40662 -12.88096 0.07
H 9.17295 -23.44411 -14.54486 0.05
H 10.76050 -25.35753 -13.41482 0.12
H 9.97671 -25.67035 -15.75835 0.13
H 11.82310 -25.99717 -15.76320 0.13
H 10.69615 -25.50663 -18.03315 0.09
H 11.32664 -23.94658 -18.52159 0.07
H 9.62122 -24.00983 -17.98513 0.09
H 12.92164 -25.03985 -13.49739 0.03
H 12.72037 -23.69586 -14.57449 0.05
C 4.95190 -21.83119 -8.02626 -0.11
C 5.89198 -20.84355 -8.48680 -0.50
C 6.15880 -19.68553 -7.54489 -0.24
O 7.00964 -18.70903 -8.18225 -0.19
C 7.58559 -17.96938 -7.07099 -0.10
N 7.22115 -21.51881 -8.61235 0.03
H 5.24025 -22.33030 -7.07965 0.10
H 4.75568 -22.65644 -8.71588 0.08
H 3.94748 -21.38855 -8.00160 0.09
H 5.55906 -20.41440 -9.49819 0.16
H 6.72270 -20.23447 -6.68393 0.15
H 5.16851 -19.26560 -7.19040 0.14
H 8.20849 -17.17140 -7.40565 0.07
H 8.15110 -18.67626 -6.35024 0.11
H 6.75206 -17.55623 -6.54757 0.07
H 7.84792 -20.89538 -9.13881 0.08
H 7.05303 -22.27275 -9.26722 0.05
C 14.81059 -19.23586 -16.75363 -0.02
C 15.36928 -20.44565 -15.87874 -0.38
C 15.19924 -20.26170 -14.38498 -0.22
O 15.80313 -19.12156 -13.89279 -0.21
C 17.20710 -19.21786 -13.71388 -0.07
N 14.81264 -21.73324 -16.28763 0.04
H 14.67326 -19.63149 -17.74691 0.06
H 15.27717 -18.27782 -16.72431 0.06
H 13.78645 -18.97116 -16.35314 0.09
H 16.42060 -20.54223 -16.13600 0.10
H 15.60608 -21.16748 -13.88846 0.12
H 14.11964 -20.15561 -14.20311 0.13
H 17.79566 -18.72588 -14.53655 0.11
H 17.58056 -20.18096 -13.54471 0.06
H 17.36470 -18.56142 -12.83461 0.08
H 13.79246 -21.70007 -16.36254 0.11
H 15.18172 -21.96528 -17.18909 0.06
C 20.29683 -18.35566 -9.13206 -0.08
C 20.93254 -19.70255 -9.45288 -0.43
C 21.89925 -19.41022 -10.64338 -0.15
O 22.68126 -20.61189 -10.99552 -0.21
C 21.94190 -21.67612 -11.52009 -0.14
N 21.65292 -20.31415 -8.31817 0.05
H 20.98045 -17.59880 -8.69381 0.09
H 19.52051 -18.48253 -8.41470 0.03
H 19.78780 -17.82852 -10.04740 0.12
H 20.15043 -20.41580 -9.80892 0.13
H 22.62802 -18.64470 -10.37533 0.12
H 21.25097 -19.13063 -11.49950 0.12
H 22.58726 -22.56217 -11.77913 0.10
H 21.48230 -21.46455 -12.48191 0.08
H 21.29644 -22.05366 -10.75316 0.06
H 22.33828 -19.68591 -7.88908 0.08
H 22.13200 -21.16662 -8.57539 0.07
C 15.09106 -21.40617 -10.30585 -0.03
C 14.41665 -22.37866 -11.31931 -0.41
C 15.30348 -23.54765 -11.60251 -0.22
O 16.55791 -23.15575 -12.12750 -0.20
C 17.37328 -24.29131 -12.51575 -0.06
N 13.24467 -23.00572 -10.75955 0.05
H 15.18113 -21.92746 -9.32252 0.07
H 14.38233 -20.58209 -10.13186 0.06
H 16.01878 -20.89337 -10.64553 0.09
H 14.09855 -21.92253 -12.26047 0.12
H 14.95303 -24.19146 -12.41693 0.11
H 15.44140 -24.20032 -10.76619 0.10
H 17.61681 -25.01030 -11.79234 0.04
H 18.24637 -23.68523 -12.86092 0.10
H 16.85385 -24.82807 -13.30944 0.06
H 12.72730 -23.46558 -11.47911 0.05
H 12.70576 -22.41222 -10.12174 0.10
C 18.22919 -26.49263 -9.70430 -0.67
O 17.70124 -27.45977 -10.31004 -0.04
N 17.51279 -25.75793 -8.79160 0.19
N 19.48281 -26.17493 -9.89101 0.20
H 18.03151 -24.95149 -8.53515 0.05
H 16.59775 -26.07332 -8.50550 0.08
H 19.94844 -26.69154 -10.58748 0.11
H 19.86434 -25.29150 -9.60772 0.08
C 15.98915 -18.85027 -7.66084 -0.56
O 16.51026 -19.96575 -7.49846 -0.03
N 16.86852 -17.80184 -7.87832 0.17
N 14.62689 -18.52382 -7.64938 0.22
H 16.41255 -16.95120 -8.18536 0.09
H 17.73708 -18.06341 -8.26791 0.04
H 14.26203 -17.64068 -7.63308 0.07
H 13.99625 -19.23347 -7.49338 0.01
C 14.48551 -26.88282 -12.09354 -0.56
O 13.36544 -26.32883 -12.30133 -0.06
N 15.25049 -27.10023 -13.22028 0.17
N 14.96641 -27.24440 -10.85018 0.19
H 15.06006 -26.50651 -14.01522 0.09
H 16.21771 -27.29135 -13.03699 0.09
H 15.97573 -27.47229 -10.81239 0.05
H 14.63336 -26.68363 -10.09356 0.06
C 13.04877 -21.53665 -6.38129 -0.67
O 12.76919 -20.56542 -7.05939 0.01
N 14.21137 -21.57240 -5.69331 0.17
N 12.15579 -22.57405 -6.17987 0.16
H 14.99837 -20.99803 -6.02044 0.09
H 14.50546 -22.48231 -5.30149 0.11
H 12.46765 -23.48945 -6.45903 0.05
H 11.23432 -22.35966 -6.61635 0.12
C 18.95813 -22.62608 -8.01104 -0.72
O 19.77977 -23.41991 -8.40417 0.02
N 19.10533 -21.94863 -6.83664 0.17
N 17.86903 -22.26816 -8.70992 0.17
H 20.03845 -21.70735 -6.60818 0.08
H 18.40438 -21.38820 -6.38838 0.08
H 17.91347 -22.55633 -9.67957 0.10
H 17.43851 -21.33653 -8.52349 0.07
C 13.70365 -25.46072 -7.42990 -0.65
O 13.13766 -25.92224 -6.44237 0.01
N 14.89970 -24.82548 -7.27374 0.16
N 13.17678 -25.33158 -8.72545 0.16
H 15.22880 -24.64278 -6.38078 0.08
H 15.28580 -24.32934 -8.05562 0.07
H 13.54332 -24.53992 -9.30047 0.06
H 12.22510 -25.66235 -8.97601 0.06
C 13.58562 -16.59632 -13.25964 -0.01
C 13.99354 -16.75528 -11.82774 -0.52
C 15.49963 -16.81017 -11.68284 -0.15
C 16.13739 -15.54307 -12.04187 -0.17
C 15.59679 -14.38762 -11.13439 -0.11
C 14.09255 -14.30868 -11.17887 -0.54
N 13.51963 -15.62995 -10.92206 -0.05
O 12.08941 -15.47171 -11.11292 -0.02
C 13.71556 -13.48438 -9.93197 -0.04
C 13.59574 -13.61631 -12.43707 -0.02
C 13.32531 -17.99466 -11.31955 -0.02
H 14.09927 -15.71853 -13.68459 0.08
H 12.54162 -16.68706 -13.27375 0.07
H 13.97214 -17.51196 -13.70854 0.08
H 15.73975 -17.01917 -10.66569 0.10
H 15.79466 -17.66567 -12.31121 0.09
H 15.93979 -15.32406 -13.09038 0.10
H 17.19697 -15.51329 -12.00333 0.10
H 16.06864 -13.42008 -11.26340 0.13
H 15.74919 -14.82048 -10.17242 0.09
H 14.13487 -12.51592 -9.98237 0.07
H 12.67649 -13.27423 -9.79959 0.07
H 14.06748 -14.00732 -9.03727 0.08
H 14.31568 -13.79722 -13.20354 0.05
H 12.68123 -13.87561 -12.88590 0.07
H 13.59890 -12.49830 -12.34771 0.11
H 13.57883 -17.96475 -10.28797 0.06
H 13.69122 -18.95775 -11.68906 0.08
H 12.26040 -17.99028 -11.45639 0.09
H 11.76314 -15.66927 -10.25587 0.08
C 15.00189 -24.92094 -17.71975 -0.05
C 16.52313 -24.98273 -17.63726 -0.47
C 17.27582 -24.95881 -19.04402 -0.12
C 18.74562 -24.63607 -19.00762 -0.22
C 18.98089 -23.35180 -18.25903 -0.17
C 18.42156 -23.39218 -16.81901 -0.48
N 16.94993 -23.68533 -16.95735 -0.07
O 16.41260 -23.69271 -15.63298 -0.08
C 19.16526 -24.45466 -15.93786 -0.01
C 18.69415 -21.99955 -16.24337 -0.04
C 16.82957 -26.27455 -16.88113 -0.05
H 14.69626 -25.64901 -18.49793 0.10
H 14.71605 -23.87618 -18.02907 0.08
H 14.56532 -25.05513 -16.71319 0.08
H 17.18871 -26.00542 -19.46952 0.13
H 16.79823 -24.34698 -19.82856 0.12
H 19.23674 -24.46323 -19.99433 0.13
H 19.35313 -25.39189 -18.55099 0.10
H 18.46230 -22.56197 -18.83435 0.13
H 20.04401 -23.10328 -18.25145 0.12
H 18.98241 -25.51203 -16.29856 0.07
H 20.23540 -24.27405 -16.05194 0.08
H 19.01930 -24.45141 -14.87255 0.05
H 18.14356 -21.25804 -16.83884 0.08
H 18.48431 -21.96287 -15.13981 0.09
H 19.72710 -21.71455 -16.40893 0.08
H 17.74117 -26.77120 -17.14693 0.07
H 15.89761 -26.89269 -17.00864 0.10
H 16.84700 -26.06994 -15.84352 0.05
H 15.74830 -22.98334 -15.63474 0.02
C 8.51519 -26.31965 -10.15743 -0.03
C 9.75343 -25.92915 -9.43332 -0.55
C 9.55676 -25.80677 -7.92654 -0.13
C 9.48887 -27.13035 -7.21461 -0.16
C 10.65872 -28.11703 -7.59332 -0.11
C 10.74099 -28.29769 -9.10545 -0.52
N 10.88988 -26.89414 -9.66961 -0.03
O 10.87952 -26.99243 -11.14614 -0.07
C 11.93415 -29.12203 -9.57584 -0.02
C 9.53256 -29.03073 -9.60615 -0.04
C 10.18519 -24.60994 -9.91592 -0.06
H 7.86417 -26.86007 -9.48535 0.07
H 8.79136 -26.93400 -11.01586 0.09
H 7.85006 -25.47278 -10.37967 0.10
H 10.35450 -25.22333 -7.38093 0.13
H 8.57146 -25.33725 -7.74086 0.13
H 8.53546 -27.64908 -7.36255 0.10
H 9.64645 -26.96206 -6.16643 0.10
H 10.76507 -29.12777 -7.12387 0.14
H 11.62107 -27.64175 -7.31685 0.10
H 11.90578 -29.15892 -10.63912 0.07
H 12.89268 -28.75613 -9.32569 0.06
H 11.78715 -30.13993 -9.16713 0.10
H 9.63180 -30.01991 -9.34195 0.06
H 8.57549 -28.65586 -9.16672 0.09
H 9.60172 -28.96901 -10.67730 0.09
H 11.13746 -24.21305 -9.53271 0.06
H 9.43059 -23.82039 -9.70015 0.10
H 10.23453 -24.59112 -11.01330 0.07
H 11.76730 -26.72791 -11.38707 0.03
```

LUMO energy ... 0.247 eV
E_HOMO ... -0.3179 Eh
Frontier orbital gap ... 8.90 eV
F_max ... 0.096 hartree/bohr


Entry 2:
This record from the OMol25 dataset describes a molecular structure, C53H30Cl4N5RuS. The level of theory is the ωB97M-V functional and the def2-TZVPD basis.

Structure (XYZ):
```
94
Properties=species:S:1:pos:R:3:lowdin_spin:R:1
Ru 0.10643 0.08994 0.24235 0.77
Cl 1.21399 8.52320 1.99613 0.01
C 1.02214 6.99335 1.19596 0.03
C -0.24725 6.53287 0.89165 -0.01
C -0.39565 5.30463 0.27234 0.03
C 0.71246 4.52029 -0.07710 0.00
C 1.97952 5.00242 0.28217 0.03
C 2.13726 6.22720 0.90506 -0.01
C 0.52916 3.18285 -0.65365 0.14
C -0.74868 2.68860 -0.99446 -0.03
C -1.76649 3.38835 -1.75262 -0.01
C -2.63635 2.45052 -2.18522 -0.03
C -2.23375 1.17846 -1.60418 -0.02
C -2.87846 -0.05250 -1.69610 0.03
C -4.05957 -0.22717 -2.58745 0.00
C -5.14250 0.65140 -2.60617 0.00
C -6.20290 0.47394 -3.48076 0.00
C -6.19770 -0.60724 -4.34496 0.00
Cl -7.52485 -0.83731 -5.44242 0.00
C -5.15265 -1.51395 -4.33209 0.00
C -4.09488 -1.31721 -3.45823 0.00
C -2.49482 -1.18988 -0.93873 -0.01
N -1.33119 -1.33723 -0.26304 0.01
C -1.43659 -2.46626 0.51680 0.03
C -0.38330 -3.05480 1.22167 -0.08
C -0.65143 -4.28581 2.02074 -0.01
C -0.94786 -5.50090 1.40885 0.00
C -1.13990 -6.64894 2.16304 0.00
C -1.03395 -6.57549 3.54217 0.00
Cl -1.26087 -8.01331 4.49408 0.00
C -0.74586 -5.37882 4.17477 0.00
C -0.54921 -4.23950 3.40758 0.00
C 0.95667 -2.67369 1.05378 0.03
C 2.08539 -3.56483 1.16721 0.01
C 3.10071 -2.98894 0.48151 0.03
C 2.63018 -1.70415 0.01081 0.01
N 1.34078 -1.53569 0.42131 -0.03
C 3.30108 -0.80096 -0.82966 -0.04
C 2.81902 0.46821 -1.14871 0.01
C 3.58941 1.53537 -1.72823 -0.03
C 2.87493 2.67978 -1.56790 0.01
C 1.63806 2.32049 -0.93176 -0.02
N 1.61723 0.98672 -0.72905 0.04
C 4.58057 -1.21709 -1.47269 0.00
C 4.68078 -1.19767 -2.86335 0.00
C 5.82926 -1.63336 -3.50652 0.00
C 6.89628 -2.08790 -2.75142 0.00
Cl 8.33640 -2.64637 -3.54756 0.00
C 6.83453 -2.09384 -1.36836 0.00
C 5.67945 -1.65749 -0.73943 0.00
C -2.74800 -3.03130 0.34047 -0.01
C -3.38276 -2.27520 -0.59094 0.03
N -1.06960 1.38362 -0.90618 0.05
H -1.11229 7.12484 1.15825 0.00
H -1.39363 4.93260 0.08801 0.00
H 2.85263 4.39442 0.10399 0.00
H 3.12060 6.58054 1.18368 0.00
H -1.74933 4.43375 -2.01534 0.00
H -3.45374 2.61952 -2.86441 0.00
H -5.19671 1.45667 -1.88616 0.00
H -7.03548 1.16410 -3.48460 0.00
H -5.16193 -2.36071 -5.00437 0.00
H -3.26362 -2.01045 -3.47169 0.00
H -1.02104 -5.54792 0.32879 0.00
H -1.35814 -7.59561 1.68804 0.00
H -0.67025 -5.34210 5.25282 0.00
H -0.31871 -3.29804 3.89122 0.00
H 2.07302 -4.54052 1.62637 0.00
H 4.06576 -3.42451 0.28908 0.00
H 4.56593 1.43352 -2.17283 0.00
H 3.15055 3.67061 -1.89108 0.00
H 3.83788 -0.85377 -3.44902 0.00
H 5.89413 -1.62500 -4.58574 0.00
H 7.68686 -2.42623 -0.79178 0.00
H 5.65434 -1.61708 0.34211 0.00
H -3.12680 -3.90681 0.84232 0.00
H -4.38284 -2.40854 -0.97130 0.00
S 1.43289 2.37888 3.91721 0.00
C 2.83652 1.78104 3.14173 0.00
C 2.54947 1.04011 2.03604 0.00
C 1.14415 0.93727 1.77406 0.00
C 0.43841 1.61883 2.72924 0.00
C -0.99576 1.61354 2.67801 0.00
C -1.83798 2.44422 3.42182 0.00
C -3.19872 2.35580 3.24042 0.00
C -3.69937 1.42631 2.33397 0.00
C -2.80756 0.64081 1.63564 0.00
N -1.47912 0.72311 1.78412 0.03
H 3.80872 2.00314 3.55474 0.00
H 3.31702 0.58906 1.42195 0.00
H -1.40559 3.15648 4.11238 0.00
H -3.86824 3.00412 3.79161 0.00
H -4.76131 1.30886 2.17005 0.00
H -3.16536 -0.10227 0.93910 0.00
```

Multiplicity ... 2
ΔE to the lowest compared entry with this formula, charge and spin ... 0.0000 eV
LUMO energy (spin up / spin down) ... -1.478 / -1.423 eV
E_HOMO (spin up / spin down) ... -0.2449 / -0.2515 Eh
Frontier orbital gap (spin up / spin down) ... 5.19 / 5.42 eV
F_max ... 0.013 hartree/bohr